# 1
DFT (wB97M-V/def2-TZVPD) results for a cluster of 14 separate species, H28O14 in total in a non-equilibrium geometry.

ORCA input file:
```
! wB97M-V def2-TZVPD RIJCOSX def2/J DEFGRID3
* xyz 0 1
O -12.308 23.449 -14.772
H -11.700 22.976 -15.344
H -11.856 24.255 -14.592
O -17.339 23.480 -12.700
H -18.157 23.774 -13.079
H -17.271 22.551 -12.823
O -14.416 23.739 -12.405
H -15.048 24.051 -11.741
H -13.932 24.522 -12.655
O -13.269 26.164 -12.833
H -12.561 26.725 -13.096
H -12.950 25.853 -11.996
O -15.201 21.690 -14.181
H -14.966 22.318 -13.471
H -16.149 21.662 -14.146
O -11.313 24.458 -11.234
H -10.325 24.559 -11.106
H -11.543 23.586 -11.603
O -12.200 22.027 -12.098
H -12.582 22.585 -12.788
H -11.237 21.873 -12.303
O -14.724 22.228 -9.548
H -14.840 21.462 -10.144
H -15.292 22.158 -8.768
O -17.953 26.328 -10.929
H -17.324 25.622 -10.749
H -18.161 26.617 -10.034
O -18.182 23.424 -10.055
H -18.202 22.450 -9.817
H -17.770 23.428 -10.928
O -15.715 27.810 -12.027
H -16.581 27.538 -11.721
H -15.453 27.102 -12.621
O -16.069 25.585 -13.988
H -15.528 25.053 -14.508
H -16.473 24.975 -13.347
O -14.843 23.908 -15.748
H -15.301 23.238 -15.232
H -13.932 23.842 -15.428
O -15.452 24.863 -10.210
H -14.776 25.504 -10.181
H -15.054 24.000 -10.017
*
```

Properties
* LUMO: -0.229 eV
* Kohn-Sham gap: 9.46 eV

---

# 2
DFT (wB97M-V/def2-TZVPD) results for a cluster of 2 separate species, C6H12N3O in total in a non-equilibrium geometry.

ORCA input file:
```
! wB97M-V def2-TZVPD RIJCOSX def2/J DEFGRID3
* xyz 1 1
C -1.456 0.981 1.213
C -0.513 2.605 0.018
C -0.381 1.223 0.311
C 0.819 -1.282 1.724
C 0.355 0.191 -0.268
C 0.231 -1.209 0.205
N -2.039 2.065 1.561
N -1.441 3.038 0.908
N -0.676 0.217 -2.212
O 0.912 -2.035 -0.724
H -1.708 0.020 1.739
H -0.208 3.252 -0.689
H -0.122 -1.473 2.266
H 1.298 -0.362 1.908
H 1.555 -2.116 1.899
H 1.276 0.368 -0.628
H -0.786 -1.477 0.186
H -1.929 3.944 0.940
H -0.432 -0.654 -2.479
H -0.361 1.075 -2.718
H -1.657 0.358 -2.075
H 1.318 -2.800 -0.342
*
```

Properties
* LUMO: -4.845 eV
* Kohn-Sham gap: 8.95 eV

---

# 3
DFT (wB97M-V/def2-TZVPD) results for an isolated molecule of C2H6N2OS in a non-equilibrium geometry.

ORCA input file:
```
! wB97M-V def2-TZVPD RIJCOSX def2/J DEFGRID3
* xyz 0 1
H -1.994 -1.434 0.409
N -1.102 -1.650 -0.027
C -0.288 -0.670 0.056
C -0.622 0.652 0.585
O -0.236 1.576 -0.453
N 0.981 -0.821 -0.477
S 2.415 -0.172 0.205
H -0.030 0.954 1.435
H -1.684 0.767 0.770
H -0.967 1.538 -1.024
H 1.137 -1.698 -1.040
H 2.391 0.960 -0.437
*
```

Properties
* SMILES string: [H]/N=C(\CO)NS
* LUMO: 0.779 eV
* Kohn-Sham gap: 9.89 eV

---

# 4
DFT (wB97M-V/def2-TZVPD) results for a cluster of 2 separate species, C6H12 in total.

ORCA input file:
```
! wB97M-V def2-TZVPD RIJCOSX def2/J DEFGRID3
* xyz 0 1
C -1.074 0.707 1.149
C -1.222 -0.685 0.541
C 0.103 -1.466 0.522
C 1.078 -0.910 -0.479
C 2.142 -0.169 -0.178
C 0.217 2.281 -1.197
H -0.289 1.298 0.649
H -0.782 0.642 2.204
H -2.008 1.275 1.093
H -1.965 -1.254 1.114
H -1.613 -0.610 -0.483
H -0.100 -2.519 0.288
H 0.550 -1.441 1.525
H 0.855 -1.118 -1.528
H 2.396 0.063 0.855
H 2.799 0.234 -0.944
H 0.517 1.489 -1.918
H -0.895 2.256 -1.285
*
```

Properties
* LUMO (alpha / beta): -0.733 / -0.718 eV
* Kohn-Sham gap (alpha / beta): 8.66 / 8.77 eV

---

# 5
DFT (wB97M-V/def2-TZVPD) results for a cluster of 2 separate species, C5H13NOS in total in a non-equilibrium geometry.

ORCA input file:
```
! wB97M-V def2-TZVPD RIJCOSX def2/J DEFGRID3
* xyz 0 1
C -0.686 1.538 -0.739
C -0.953 0.197 -0.030
C -1.675 -0.808 -0.872
C -1.747 0.519 1.296
C 0.393 -0.352 0.312
O 0.766 -1.445 0.105
H -0.428 1.579 -1.877
H -1.758 1.995 -0.663
H 0.026 2.162 -0.216
H -1.318 -0.814 -1.906
H -1.678 -1.800 -0.267
H -2.770 -0.482 -0.846
H -1.317 1.283 1.903
H -1.725 -0.560 1.747
H -2.863 0.761 0.966
H 1.024 0.397 0.897
N 3.375 -0.988 0.080
S 3.681 0.839 0.028
H 3.138 -1.386 1.025
H 2.427 -1.113 -0.533
H 4.088 -1.522 -0.413
*
```

Properties
* SMILES string: CC(C)(C)C=O.[NH3+][S-]
* LUMO: 0.452 eV
* Kohn-Sham gap: 8.10 eV

---

# 6
DFT (wB97M-V/def2-TZVPD) results for a structure of composition C31H31FIrN2O7P.

ORCA input file:
```
! wB97M-V def2-TZVPD RIJCOSX def2/J DEFGRID3
* xyz 0 1
Ir -1.060 -0.290 -0.154
C 2.493 0.378 -1.693
C 2.908 1.337 -0.621
C 4.239 1.739 -0.562
C 4.695 2.616 0.409
C 3.806 3.119 1.344
C 2.476 2.735 1.296
C 2.010 1.834 0.334
P 0.198 1.542 0.261
C -0.409 2.297 1.804
C -1.182 3.450 1.741
C -1.736 3.996 2.890
C -1.514 3.382 4.110
C -0.740 2.231 4.175
C -0.179 1.668 3.037
C 0.656 0.423 3.158
C -0.360 2.622 -1.075
C 0.340 3.700 -1.602
C -0.217 4.432 -2.641
C -1.467 4.081 -3.135
C -2.163 3.006 -2.599
C -1.616 2.263 -1.559
C -2.333 1.112 -0.904
H 3.260 0.306 -2.463
H 1.550 0.658 -2.160
H 2.379 -0.617 -1.261
H 4.929 1.352 -1.302
H 5.736 2.910 0.428
H 4.138 3.813 2.105
H 1.790 3.152 2.020
H -1.362 3.929 0.786
H -2.340 4.892 2.827
H -1.947 3.790 5.014
H -0.580 1.747 5.130
H 0.559 -0.003 4.155
H 1.713 0.631 2.981
H 0.342 -0.336 2.440
H 1.319 3.954 -1.213
H 0.324 5.265 -3.069
H -1.900 4.646 -3.950
H -3.136 2.739 -2.994
H -2.994 0.634 -1.639
H -2.966 1.493 -0.091
C -4.799 -2.013 0.504
C -3.324 -2.008 0.845
C -2.839 -3.331 1.409
O -2.562 -1.792 -0.400
C -3.012 -0.892 1.870
O -3.705 -0.837 2.864
O -1.982 -0.132 1.647
H -5.032 -2.832 -0.181
H -5.100 -1.063 0.055
H -5.372 -2.140 1.420
H -3.085 -4.145 0.726
H -3.318 -3.505 2.371
H -1.758 -3.307 1.551
H -3.174 -1.522 -1.096
F 0.806 -7.039 -0.664
C 1.517 -6.001 -1.111
C 0.933 -4.974 -1.728
N 1.652 -3.905 -2.219
C 0.949 -2.750 -2.737
C 0.338 -1.906 -1.634
O -0.282 -0.851 -1.998
O 0.428 -2.237 -0.437
C 3.013 -3.795 -2.005
O 3.665 -2.832 -2.348
N 3.584 -4.892 -1.392
C 2.959 -6.033 -0.891
O 3.579 -6.916 -0.350
H -0.138 -4.941 -1.873
H 0.162 -3.071 -3.420
H 1.654 -2.137 -3.296
H 4.582 -4.832 -1.247
*
```

Properties
* LUMO: 0.065 eV
* Kohn-Sham gap: 8.89 eV

---

# 7
DFT (wB97M-V/def2-TZVPD) results for a cluster of 2 separate species, CH6BNO in total in a non-equilibrium geometry.

ORCA input file:
```
! wB97M-V def2-TZVPD RIJCOSX def2/J DEFGRID3
* xyz 0 1
B 0.121 -0.513 0.171
C -1.236 -0.850 1.014
N 1.671 1.229 -1.631
O 0.111 0.676 -0.250
H 0.898 -1.417 -0.114
H -1.761 -1.690 0.533
H -1.888 -0.011 1.331
H -1.121 -1.295 2.069
H 1.998 1.903 -0.957
H 1.208 1.969 -2.167
*
```

Properties
* LUMO (alpha / beta): -0.507 / -1.586 eV
* Kohn-Sham gap (alpha / beta): 9.96 / 8.96 eV

---

# 8
DFT (wB97M-V/def2-TZVPD) results for a cluster of 2 separate species, C3H4S3 in total in a non-equilibrium geometry.

ORCA input file:
```
! wB97M-V def2-TZVPD RIJCOSX def2/J DEFGRID3
* xyz 0 1
C -0.141 -1.243 0.030
C 0.112 -0.450 -0.848
C 0.235 0.598 -1.843
S 0.284 2.178 -1.434
S 0.308 0.090 -3.522
H -0.388 -1.844 0.899
H -0.300 -1.096 -3.194
S -0.424 0.965 3.269
H -0.411 -0.149 2.619
H 0.725 0.951 4.023
*
```

Properties
* SMILES string: C#CC(=S)S.S
* LUMO: -1.051 eV
* Kohn-Sham gap: 8.00 eV

---

> What is the formula in the fourth record?

C6H12

---

> Which formula does entry 7 have?

CH6BNO